# 1
The following is a DFT calculation (wB97M-V/def2-TZVPD) of a 2-piece molecular cluster, C2H5B overall in a non-equilibrium geometry.

- Orbital gap (spin up / spin down): 7.770 / 7.771 eV
- Multiplicity: 1

Atoms and positions in Å:
B -0.54 -1.13 0.14
C 0.51 1.05 0.53
C -0.13 0.31 -0.38
H -1.18 -1.64 0.98
H 0.05 -2.16 -1.76
H 0.99 1.99 0.32
H 0.74 0.82 1.51
H -0.44 0.76 -1.34

The molecule's natural (NBO) atomic charges, reported in e, are given here:
1. B 0.716
2. C -0.319
3. C -0.635
4. H -0.124
5. H -0.270
6. H 0.194
7. H 0.185
8. H 0.253

# 2
The following is a DFT calculation (wB97M-V/def2-TZVPD) of one molecule with the formula C4H8O3 in a non-equilibrium geometry.

- Orbital gap: 6.400 eV
- Multiplicity: 1

Atoms and positions in Å:
O -1.13 1.53 -1.40
C -1.54 0.28 -0.89
O -2.16 -0.44 -1.70
C -0.40 -0.68 -0.39
C 0.65 0.34 0.26
C 1.55 -0.59 1.11
O -0.01 1.22 0.95
H -2.05 0.56 0.08
H -0.84 -1.27 0.41
H -0.06 -1.33 -1.20
H 1.27 0.78 -0.55
H 1.01 -1.29 1.74
H 2.25 -1.13 0.47
H 2.13 0.05 1.77
H -0.65 1.97 -0.66

The molecule's natural (NBO) atomic charges, reported in e, are given here:
1. O -0.675
2. C 0.363
3. O -0.390
4. C -0.265
5. C 0.117
6. C -0.612
7. O -0.601
8. H 0.257
9. H 0.229
10. H 0.244
11. H 0.157
12. H 0.217
13. H 0.214
14. H 0.244
15. H 0.501

# 3
The following is a DFT calculation (wB97M-V/def2-TZVPD) of a 6-piece molecular cluster, C30H43N2O15 overall in a non-equilibrium geometry.

- Charge: -3
- Orbital gap: 4.059 eV
- Multiplicity: 1

Atoms and positions in Å:
O -0.17 -0.78 -1.37
H 0.65 -1.26 -1.08
H -0.35 0.06 -0.88
H -0.05 -0.51 -2.31
C 4.77 -2.18 -1.30
C 4.04 -2.15 -0.10
C 2.46 -2.34 -0.25
O 1.71 -2.16 0.70
C 1.92 -2.78 -1.52
C 2.75 -2.95 -2.65
C 4.21 -2.48 -2.59
O 5.01 -2.50 -3.56
O 2.18 -3.41 -3.70
O 4.44 -2.03 1.07
H 5.83 -1.97 -1.33
H 0.93 -3.21 -1.63
C -2.25 2.09 3.50
C -1.63 1.06 4.17
C -1.24 -0.22 3.48
O -0.69 -1.20 4.05
C -1.57 -0.42 2.16
C -2.12 0.61 1.37
C -2.48 2.01 2.05
O -2.98 2.94 1.42
O -2.10 0.50 0.11
O -1.50 1.26 5.43
H -2.59 3.00 3.98
H -1.35 -1.40 1.75
C -2.34 -2.53 -3.45
O -1.71 -1.29 -3.65
C -1.03 -1.21 -4.90
C -0.22 0.09 -4.84
N 0.80 0.07 -3.80
C 1.34 1.42 -3.74
C 2.06 1.73 -2.42
O 1.21 1.83 -1.26
C 0.32 2.91 -1.12
H -3.21 -2.59 -2.79
H -1.52 -3.23 -3.25
H -2.76 -2.87 -4.41
H -1.68 -1.18 -5.77
H -0.33 -2.06 -4.94
H -1.01 0.82 -4.62
H 0.24 0.27 -5.82
H 1.49 -0.66 -3.93
H 0.57 2.20 -3.73
H 1.85 1.72 -4.66
H 2.74 2.59 -2.45
H 2.84 0.97 -2.28
H -0.32 2.88 -2.02
H 0.80 3.89 -1.11
H -0.39 2.77 -0.30
C 1.66 1.45 1.85
O 1.75 0.57 2.96
C 2.03 1.28 4.18
C 1.82 0.48 5.42
N 2.77 -0.62 5.52
C 2.62 -1.30 6.79
C 1.31 -2.01 7.03
O 1.30 -3.05 6.08
C 0.43 -4.09 6.47
H 0.83 2.17 1.92
H 1.57 0.81 0.98
H 2.64 1.92 1.71
H 1.42 2.19 4.10
H 3.04 1.65 3.97
H 0.79 0.11 5.44
H 1.86 1.12 6.32
H 3.67 -0.16 5.61
H 2.77 -0.53 7.57
H 3.41 -2.00 7.08
H 0.38 -1.43 7.09
H 1.45 -2.45 8.03
H 0.30 -4.85 5.71
H -0.56 -3.64 6.62
H 0.71 -4.56 7.42
C -4.43 3.27 -4.72
C -3.88 3.45 -3.47
C -3.58 2.33 -2.70
C -3.80 1.06 -3.25
C -4.29 0.91 -4.54
C -4.72 2.00 -5.23
O -5.36 1.92 -6.47
O -2.87 2.53 -1.60
H -4.79 4.17 -5.22
H -3.72 4.44 -3.06
H -3.55 0.22 -2.60
H -4.60 -0.09 -4.82
H -5.37 2.84 -6.76
H -2.52 1.77 -1.07

The molecule's Mulliken atomic charges, reported in e, are given here:
1. O 0.717
2. H 0.017
3. H 0.126
4. H 0.260
5. C -0.974
6. C 0.508
7. C 0.776
8. O -0.692
9. C -0.573
10. C 0.192
11. C 0.341
12. O -0.803
13. O -0.856
14. O -0.740
15. H 0.299
16. H 0.658
17. C -1.068
18. C 0.613
19. C 0.604
20. O -0.718
21. C -0.549
22. C 0.312
23. C 0.514
24. O -0.772
25. O -0.727
26. O -0.870
27. H 0.353
28. H 0.297
29. C -1.133
30. O 0.215
31. C -0.906
32. C -0.954
33. N -0.108
34. C -0.857
35. C -0.764
36. O 0.091
37. C -0.581
38. H 0.291
39. H 0.285
40. H 0.373
41. H 0.435
42. H 0.528
43. H 0.400
44. H 0.463
45. H 0.038
46. H 0.414
47. H 0.431
48. H 0.400
49. H 0.307
50. H 0.192
51. H 0.298
52. H 0.008
53. C -0.671
54. O -0.023
55. C -0.993
56. C -0.021
57. N -0.156
58. C -1.023
59. C -0.570
60. O -0.213
61. C -0.901
62. H 0.345
63. H -0.147
64. H 0.364
65. H 0.404
66. H 0.291
67. H -0.075
68. H 0.302
69. H 0.246
70. H 0.490
71. H 0.371
72. H 0.391
73. H 0.479
74. H 0.279
75. H 0.326
76. H 0.342
77. C -0.378
78. C -0.690
79. C 0.246
80. C -0.285
81. C -0.454
82. C 0.698
83. O -0.588
84. O -0.287
85. H 0.179
86. H 0.429
87. H 0.390
88. H 0.384
89. H 0.260
90. H 0.151

# 4
The following is a DFT calculation (wB97M-V/def2-TZVPD) of C19H29BeBr2Cl3F3KNNaO8S as an isolated structure in a non-equilibrium geometry.

- Charge: +2
- Orbital gap: 4.245 eV
- Multiplicity: 1

Atoms and positions in Å:
C -2.06 -0.57 2.59
C -1.92 -0.70 1.11
Cl -3.15 -1.64 0.39
C -0.96 -0.14 0.35
Cl -1.04 -0.42 -1.36
C 0.11 0.70 0.88
N -0.18 1.68 1.68
C 0.99 2.38 2.14
S 1.50 1.47 3.73
C 2.13 2.04 1.19
C 1.64 0.66 0.66
H -2.52 0.40 2.77
H -1.10 -0.51 3.09
H -2.67 -1.36 3.00
H -1.14 2.04 2.03
H 0.84 3.40 2.49
H 1.73 0.21 3.32
H 2.28 2.77 0.41
H 2.97 1.92 1.85
H 2.12 -0.24 1.01
H 1.81 0.74 -0.40
Br -1.96 2.84 3.70
Cl 1.70 -1.64 -0.90
K -3.86 3.59 4.94
Na 4.19 1.77 4.16
O 5.57 1.37 2.28
C 5.44 1.48 1.08
O 4.72 2.48 0.54
C 4.61 2.32 -0.88
C 5.79 1.42 -1.27
C 5.97 0.55 0.00
H 3.65 1.87 -1.10
H 4.66 3.29 -1.37
H 5.60 0.84 -2.19
H 6.67 2.06 -1.42
H 5.35 -0.34 -0.04
H 7.01 0.29 0.19
O -6.89 6.43 4.49
H -6.50 7.22 4.12
H -7.83 6.59 4.45
C -3.32 0.56 -3.89
C -3.38 1.90 -4.59
C -4.47 2.03 -5.63
O -3.92 3.01 -6.51
C -2.57 2.93 -6.42
O -1.81 3.47 -7.15
O -2.21 2.13 -5.38
H -2.39 0.48 -3.32
H -4.16 0.43 -3.22
H -3.32 -0.25 -4.62
H -3.45 2.70 -3.85
H -5.42 2.36 -5.22
H -4.63 1.11 -6.20
Br 3.61 -0.50 -2.02
Be 6.82 -0.06 -2.81
C -1.12 -3.90 1.90
C -0.71 -5.22 2.50
O -1.10 -6.31 1.65
C -0.28 -6.57 0.64
O 0.73 -5.98 0.40
C -0.79 -7.78 -0.15
F -2.10 -7.70 -0.37
F -0.55 -8.91 0.52
F -0.18 -7.87 -1.33
H -2.19 -3.89 1.68
H -0.89 -3.08 2.58
H -0.60 -3.72 0.96
H -1.23 -5.38 3.45
H 0.36 -5.26 2.70

The molecule's Mulliken atomic charges, reported in e, are given here:
1. C -1.446
2. C 0.506
3. Cl -0.087
4. C -0.300
5. Cl -0.153
6. C 0.313
7. N 0.357
8. C -0.250
9. S -0.407
10. C -0.257
11. C -0.513
12. H 0.186
13. H 0.366
14. H 0.499
15. H 0.079
16. H 0.674
17. H 0.235
18. H 0.485
19. H -0.789
20. H 0.819
21. H 0.263
22. Br -0.766
23. Cl -0.163
24. K 0.959
25. Na 0.986
26. O -0.730
27. C 0.707
28. O -0.380
29. C 0.247
30. C -1.195
31. C -0.222
32. H -0.167
33. H 0.341
34. H 0.334
35. H 0.555
36. H 0.217
37. H 0.461
38. O -0.629
39. H 0.324
40. H 0.320
41. C -0.990
42. C 0.483
43. C -0.540
44. O -0.315
45. C 0.607
46. O -0.504
47. O -0.339
48. H -0.108
49. H 0.429
50. H 0.383
51. H 0.247
52. H 0.320
53. H 0.330
54. Br 0.023
55. Be 0.176
56. C -0.621
57. C -0.606
58. O -0.322
59. C 0.349
60. O -0.516
61. C 0.893
62. F -0.243
63. F -0.245
64. F -0.232
65. H 0.292
66. H 0.223
67. H 0.287
68. H 0.393
69. H 0.367

# 5
The following is a DFT calculation (wB97M-V/def2-TZVPD) of C31H29FeN5O3SSi as an isolated structure in a non-equilibrium geometry.

- Charge: -2
- Orbital gap (spin up / spin down): 5.498 / 5.456 eV
- Expectation value of S²: 6.02
- Multiplicity: 5

Atoms and positions in Å:
Fe 10.41 11.33 10.99
O 9.56 15.58 11.18
C 9.56 14.39 10.70
N 10.56 13.51 10.46
C 11.84 14.01 10.30
C 12.05 15.35 9.80
C 13.36 15.81 9.73
C 14.40 14.98 10.03
C 14.17 13.67 10.39
C 12.87 13.13 10.51
N 12.56 11.97 11.12
C 13.28 11.63 12.15
O 14.36 12.07 12.49
C 12.53 10.71 13.10
C 13.08 10.16 14.24
C 12.30 9.84 15.36
C 10.90 9.90 15.13
C 10.36 10.27 13.94
N 11.15 10.59 12.89
C 8.21 13.99 10.36
C 7.10 14.42 11.08
C 5.84 13.99 10.62
C 5.78 13.31 9.41
C 6.91 12.80 8.77
N 8.10 13.25 9.26
H 11.17 15.86 9.50
H 13.56 16.83 9.48
H 15.45 15.16 9.94
H 14.98 12.97 10.62
H 14.15 10.14 14.23
H 12.81 9.48 16.30
H 10.19 9.65 15.94
H 9.28 10.28 13.81
H 7.32 15.17 11.89
H 4.91 14.12 11.12
H 4.82 13.15 8.85
H 7.04 12.05 7.99
C 11.72 6.74 11.62
C 12.48 7.41 10.57
C 13.69 6.87 10.20
C 14.58 7.52 9.41
C 14.14 8.75 8.75
C 15.00 9.51 7.93
C 14.62 10.72 7.40
C 13.29 11.15 7.68
C 12.39 10.36 8.44
S 10.81 10.93 8.48
C 12.78 9.12 9.04
N 12.04 8.51 9.95
H 10.95 5.99 11.24
H 11.30 7.50 12.30
H 12.39 6.09 12.23
H 14.06 5.91 10.58
H 15.48 7.09 9.09
H 15.91 9.04 7.49
H 15.28 11.33 6.73
H 12.88 12.11 7.29
C 8.09 9.05 9.58
Si 7.75 9.53 11.41
C 5.91 9.87 11.58
C 8.33 8.08 12.45
O 8.63 10.86 11.77
H 7.39 8.23 9.23
H 9.10 8.66 9.45
H 7.93 9.90 8.92
H 5.75 10.33 12.56
H 5.25 8.98 11.56
H 5.42 10.57 10.86
H 7.53 7.33 12.54
H 8.55 8.44 13.51
H 9.08 7.48 11.93

The molecule's Mulliken atomic charges, reported in e, are given here:
1. Fe 1.532
2. O -0.789
3. C -0.102
4. N 0.072
5. C 0.499
6. C -0.779
7. C -0.606
8. C -0.896
9. C -0.571
10. C -0.071
11. N 1.057
12. C -0.164
13. O -0.817
14. C 0.360
15. C -0.704
16. C -0.560
17. C -0.617
18. C -0.807
19. N 0.263
20. C 0.610
21. C -0.662
22. C -0.273
23. C -0.688
24. C -0.198
25. N -0.213
26. H 0.510
27. H 0.347
28. H 0.343
29. H 0.384
30. H 0.491
31. H 0.303
32. H 0.369
33. H 0.856
34. H 0.372
35. H 0.391
36. H 0.262
37. H 0.496
38. C -1.087
39. C 0.646
40. C -0.716
41. C -1.153
42. C 1.171
43. C -0.852
44. C -0.610
45. C -0.502
46. C 0.949
47. S -0.540
48. C -0.411
49. N 0.070
50. H 0.194
51. H 0.034
52. H 0.434
53. H 0.317
54. H 0.406
55. H 0.168
56. H 0.297
57. H 0.299
58. C -0.745
59. Si 0.541
60. C -1.125
61. C -0.767
62. O -1.026
63. H 0.345
64. H 0.100
65. H 0.016
66. H 0.294
67. H 0.351
68. H 0.236
69. H 0.487
70. H 0.295
71. H -0.112

# 6
The following is a DFT calculation (wB97M-V/def2-TZVPD) of C4H5NO3 as an isolated structure in a non-equilibrium geometry.

- Orbital gap: 8.696 eV
- Multiplicity: 1

Atoms and positions in Å:
C -0.55 -1.00 -0.38
C 0.67 0.09 -0.28
C 0.50 1.36 -1.18
C 0.95 2.61 -0.84
H 0.30 -0.34 2.13
H -2.02 -1.90 1.10
H -0.31 1.26 -2.00
H 2.04 2.15 -0.08
H 1.06 3.72 -1.40
N -1.09 -1.29 0.86
O -0.73 -0.31 1.94
O -0.79 -1.59 -1.50
O 1.17 0.11 0.84

The molecule's natural (NBO) atomic charges, reported in e, are given here:
1. C 0.552
2. C 0.515
3. C -0.340
4. C -0.335
5. H 0.513
6. H 0.443
7. H 0.233
8. H 0.209
9. H 0.275
10. N -0.358
11. O -0.571
12. O -0.598
13. O -0.537

| no. | energy (a.u.) |
| --- | --- |
| 1 | -103.84771 |
| 2 | -382.73455 |
| 3 | -2406.77155 |
| 4 | -9400.81432 |
| 5 | -3649.72234 |
| 6 | -435.65370 |